1.
The following is a DFT calculation (ωB97M-V/def2-TZVPD) of a molecular structure, C3H5BClFLaO7S.

2S+1 = 1
charge = +3
lowest unoccupied orbital energy = -0.555 Ha
frontier orbital gap = 0.23089 Eh
F_max = 5.64 eV/Å

Last column: Löwdin charge in e.
Atoms and positions in Å:
La: 1.224519 0.739008 3.125629  2.689
Cl: 1.851464 0.598761 -2.231137  1.034
S: -0.742742 2.063479 -1.283273  0.692
F: 0.186054 0.602015 1.515695  -0.414
O: 0.763032 2.226122 -0.665705  -0.173
O: -1.574422 2.977772 -0.653172  -0.109
O: -0.945100 0.550803 -0.499772  0.005
O: 1.092168 -2.079620 -0.976764  0.243
O: -0.934854 -2.323214 0.104547  0.148
O: -0.880021 1.996063 -2.654171  -0.082
O: 2.408206 1.095161 0.360920  -0.022
C: 1.357246 0.915427 -0.607052  -0.814
C: -1.650982 -1.902951 1.270576  -0.009
C: 0.171996 0.071241 -0.028641  -0.209
B: 0.077786 -1.553529 -0.289961  -0.624
H: -2.243200 -1.005247 1.096587  0.110
H: 2.482396 2.065049 0.466329  0.139
H: 0.700463 -2.551082 -1.742173  0.186
H: -2.351724 -2.689733 1.530966  0.130
H: -0.992285 -1.795526 2.160572  0.079

Cartesian forces (eV/Å) of the 6 atoms listed first:
3.5335 0.4885 4.3662
0.4716 -0.9585 0.5602
-1.2501 2.8126 0.3213
-3.0848 0.2345 -1.6285
-0.8043 -0.7796 0.0302
-0.3971 0.5446 2.1884

2.
The following is a DFT calculation (ωB97M-V/def2-TZVPD) of 3 unconnected molecules or ions with the total composition C5H13NO.

2S+1 = 1
lowest unoccupied orbital energy (alpha / beta) = 0.010 / 0.010 Ha
frontier orbital gap (alpha / beta) = 0.27866 / 0.27858 Eh
F_max = 0.62 eV/Å

Last column: natural (NBO) charge in e.
Atoms and positions in Å:
O: -0.442439 1.567163 1.604497  -0.648
N: -0.106620 -1.915044 0.889200  -0.897
C: 1.480724 0.432137 -1.092638  -0.588
C: -0.210564 0.507894 0.813244  0.588
C: -0.790158 -0.760533 1.317422  -0.350
C: 0.046451 0.778409 -0.651946  -0.332
C: -0.960786 0.044394 -1.557158  -0.610
H: -1.779219 -0.632731 0.811351  0.264
H: 2.220718 0.958689 -0.490725  0.213
H: 1.642703 -0.638146 -0.981530  0.242
H: -0.292962 2.392150 1.121338  0.484
H: -0.877917 -1.031171 -1.397332  0.252
H: -1.001540 -0.644379 2.393141  0.195
H: 1.513737 -0.360495 1.426084  -0.121
H: -0.740999 0.265940 -2.602201  0.216
H: 1.614755 0.720473 -2.137343  0.207
H: 1.273312 -1.184126 1.321928  0.151
H: -0.093151 1.859681 -0.800029  0.187
H: -0.510620 -2.719028 1.363309  0.341
H: -1.985424 0.358723 -1.350614  0.204

Cartesian forces (eV/Å) of the 6 atoms listed first:
0.1884 -0.3324 -0.3506
0.1498 0.3539 -0.0759
-0.1263 0.0657 0.0780
-0.0373 -0.0349 0.5084
0.0789 0.0906 0.0098
0.2311 -0.0452 -0.2056

3.
The following is a DFT calculation (ωB97M-V/def2-TZVPD) of 10 unconnected molecules or ions with the total composition C38H62N6O8S2.

2S+1 = 1
lowest unoccupied orbital energy = 0.008 Ha
frontier orbital gap = 0.31092 Eh
SMILES = CCOS(C)(=O)=O.CCOS(C)(=O)=O.c1cc[nH]c1.c1cc[nH]c1.c1cc[nH]c1.c1cc[nH]c1.c1cc[nH]c1.c1cc[nH]c1.C1CCOC1.C1CCOC1
F_max = 2.64 eV/Å

Last column: Löwdin charge in e.
Atoms and positions in Å:
S: 3.405981 0.097811 3.574959  0.538
S: -1.332020 4.001297 -1.544754  0.597
O: 2.377716 0.198684 4.555661  -0.279
O: 3.371333 0.920303 2.410304  -0.275
O: -1.601967 2.716891 -2.196857  -0.329
O: -0.751376 0.485845 0.698964  -0.140
O: 3.510449 -1.424398 3.109006  -0.273
O: -0.548182 4.850520 -2.615208  -0.248
O: -2.326492 4.905399 -1.052188  -0.257
O: -4.672684 -0.205444 0.550656  -0.180
N: 1.715741 3.567833 2.478671  0.025
N: -3.051457 -2.226394 4.676552  -0.010
N: 1.286976 0.778427 -4.458782  0.025
N: 3.561792 -2.664370 -2.267697  0.017
N: -3.225603 -3.865383 -0.903869  0.025
N: -1.995503 0.416877 -3.925274  0.011
C: -2.355207 -4.545686 -1.700551  -0.173
C: 2.024737 4.716763 1.843365  -0.198
C: 0.110033 5.035053 2.935849  -0.107
C: 3.091646 -2.581966 3.968306  -0.201
C: 0.535156 3.736949 3.217576  -0.105
C: -1.409327 -0.590542 0.042672  -0.197
C: -2.397090 -3.115721 3.823834  -0.111
C: 2.803971 -3.770901 3.112357  -0.079
C: 3.331706 1.503524 -4.797538  -0.112
C: -0.293395 -1.460206 -0.465631  -0.124
C: 2.914704 -3.836060 -1.900225  -0.107
C: 0.171543 4.140872 -3.669026  -0.261
C: 0.753607 5.245191 -4.489594  -0.082
C: -2.243321 -1.268097 5.128278  -0.175
C: 0.539626 0.095945 1.110045  -0.222
C: -3.018362 -4.204025 0.385960  -0.158
C: 1.953411 0.575970 -3.287466  -0.138
C: 2.073608 1.383751 -5.387143  -0.134
C: -1.559865 -5.356771 -0.944916  -0.102
C: 3.935551 -2.875505 -0.131328  -0.133
C: -0.996340 -1.431418 4.600893  -0.081
C: -4.993267 1.065171 -0.020017  -0.202
C: 1.107206 5.678575 2.112722  -0.124
C: -4.683467 -0.051766 1.991594  -0.192
C: -0.106424 3.661231 -0.359253  -0.128
C: 3.213705 -4.041462 -0.568706  -0.100
C: -4.401496 2.078894 0.919590  -0.131
C: 3.237954 1.048443 -3.439457  -0.111
C: 4.928227 0.391194 4.350869  -0.121
C: 0.725636 -1.353651 0.730488  -0.108
C: -1.738417 -0.946088 -3.801448  -0.112
C: -1.937807 0.826643 -5.219685  -0.158
C: -1.990163 -5.110501 0.410002  -0.112
C: -1.778716 -0.321686 -6.039078  -0.088
C: -1.628830 -1.420010 -5.107140  -0.112
C: -3.986797 1.276107 2.239284  -0.132
C: 4.134529 -2.071599 -1.212467  -0.156
C: -1.099302 -2.611456 3.757089  -0.102
H: -2.570677 -0.473313 5.830597  0.127
H: -4.038122 -2.296530 4.856768  0.145
H: 1.112582 6.673299 1.690048  0.096
H: -5.713127 -0.024427 2.351355  0.117
H: 4.210091 1.953089 -5.272237  0.090
H: 0.096913 -1.068520 -1.381027  0.070
H: 1.025334 3.534252 -3.363881  0.110
H: 2.234564 2.708557 2.427130  0.091
H: -0.740114 -5.921327 -1.420463  0.100
H: 1.744668 -1.645033 0.500503  0.085
H: 4.358210 -2.719116 0.853779  0.082
H: -0.478938 3.470023 -4.256378  0.109
H: 2.201186 -2.286322 4.563883  0.114
H: 2.972639 4.724320 1.283534  0.127
H: 1.535537 0.055085 -2.462180  0.084
H: 1.768901 1.533194 -6.416376  0.110
H: -4.519022 1.052892 -0.988396  0.108
H: -3.632351 -3.862076 1.170547  0.088
H: -3.811575 -3.112767 -1.195440  0.144
H: 4.775418 1.375139 4.793818  0.082
H: 5.120609 -0.315073 5.168826  0.086
H: -1.910275 -1.207970 0.779648  0.109
H: 0.633041 2.977718 -0.821684  0.089
H: -6.051755 1.102831 -0.160685  0.107
H: 0.426453 -1.918573 1.596096  0.072
H: -4.173874 -0.936912 2.299606  0.089
H: 2.408622 -4.473502 -2.605524  0.103
H: -2.074000 1.067055 -3.163055  0.087
H: -0.501916 3.233594 0.545723  0.061
H: -2.111678 -0.154364 -0.615842  0.100
H: -2.782109 -4.071735 3.508866  0.098
H: 4.700754 -1.154352 -1.276226  0.111
H: -0.810835 5.469967 3.353023  0.096
H: -5.131123 2.800743 1.275193  0.098
H: -2.127280 1.848204 -5.484150  0.105
H: 0.568423 0.264440 2.192071  0.106
H: 5.685071 0.418327 3.607654  0.065
H: -4.215047 1.746778 3.210247  0.107
H: 0.345525 4.611425 -0.052254  0.059
H: 3.503479 -2.272500 -3.173432  0.129
H: 4.096765 0.902487 -2.805586  0.078
H: -0.319261 -3.006090 3.125785  0.066
H: 0.313115 0.566777 -4.613476  0.091
H: 2.016694 -4.376336 3.561762  0.082
H: 1.331729 0.696478 0.655989  0.106
H: -3.562359 2.708419 0.513599  0.108
H: 0.029575 2.923924 3.735778  0.109
H: -1.396220 -2.427313 -5.468385  0.091
H: -1.771893 -1.478562 -2.878934  0.078
H: -2.242671 -4.338921 -2.749142  0.103
H: 2.428524 -3.463097 2.114905  0.062
H: -0.646053 -2.459049 -0.708688  0.095
H: 3.922558 -2.757411 4.653969  0.118
H: 2.884750 -4.863204 0.021074  0.080
H: -1.606214 -0.241932 -7.115487  0.090
H: 1.601664 5.797007 -4.037948  0.090
H: 1.134319 4.833039 -5.411422  0.069
H: 3.700574 -4.408917 2.928565  0.096
H: -2.875296 1.215132 2.197607  0.099
H: -0.031612 6.021424 -4.709522  0.100
H: -0.038225 -0.913277 4.704847  0.079
H: -1.698332 -5.686111 1.304778  0.095

Cartesian forces (eV/Å) of the 6 atoms listed first:
-0.1428 -1.4888 0.2869
0.1686 -1.1504 -0.7509
-0.5550 0.1185 0.2869
-0.0822 -0.0913 -0.4231
-0.7397 1.1772 0.7926
-0.3235 0.8090 -0.2809

4.
The following is a DFT calculation (ωB97M-V/def2-TZVPD) of C3H11N2S2 in the gas phase.

2S+1 = 2
lowest unoccupied orbital energy (alpha / beta) = 0.021 / 0.016 Ha
frontier orbital gap (alpha / beta) = 0.14683 / 0.34760 Eh
<S²> = 0.751
F_max = 2.81 eV/Å

Last column: Mulliken spin population.
Atoms and positions in Å:
S: 1.079308 1.001673 0.779976  0.105
S: 1.096703 2.914241 0.379516  0.081
N: -1.887979 -3.082838 -1.104003  0.038
N: 0.430408 -2.107987 0.044271  0.866
C: -1.912133 -1.743329 -0.578455  0.005
C: -0.515222 -1.078701 -0.552615  0.494
C: -0.511532 0.262499 0.128954  0.044
H: -2.350580 -1.790426 0.428783  -0.068
H: -2.536706 -1.003134 -1.106610  0.087
H: 1.385307 -2.140777 -0.485955  -0.279
H: 0.012863 -3.047298 -0.105385  -0.322
H: -0.233455 -1.012215 -1.610860  0.271
H: -0.891839 0.969393 -0.623750  -0.107
H: -1.897689 -3.132055 -2.109206  -0.081
H: -2.688625 -3.611608 -0.774040  -0.013
H: 0.594889 -1.873857 1.037476  -0.140
H: 1.951413 3.191277 -0.607201  0.017
H: -1.144423 0.146929 1.020633  0.002

Cartesian forces (eV/Å) of the 6 atoms listed first:
0.2662 -2.7963 0.1132
-0.8414 2.6301 0.2867
-0.1594 -0.4140 0.0602
0.5758 0.4245 -1.1626
-0.3800 1.4343 0.6257
0.2408 -1.6607 -0.6821

| no. | calculated total energy (Ha) |
| --- | --- |
| 1 | -1657.41989 |
| 2 | -328.13750 |
| 3 | -3211.85685 |
| 4 | -1026.65145 |